[1]
Density functional theory data (wB97M-V/def2-TZVPD) for the molecule C11H14N2O3S in a non-equilibrium geometry.

```
31
Properties=species:S:1:pos:R:3:nbo_charge:R:1
O -0.698 -1.133 -1.999 -0.596
O 1.700 -0.552 2.158 -0.902
O 2.020 1.040 0.304 -0.893
C -0.439 -0.512 -0.970 0.648
C -2.336 2.726 -1.737 -0.227
C -2.201 3.418 -0.545 -0.180
C -1.781 1.419 -1.897 -0.120
C -1.549 2.816 0.540 -0.244
C -1.070 0.820 -0.832 -0.203
C -0.963 1.525 0.386 0.257
N -0.268 1.011 1.442 -0.665
N 0.473 -1.070 -0.127 -0.648
C -0.970 0.561 2.627 -0.418
C 1.607 -3.165 0.571 -0.617
C 2.405 -1.805 -1.428 -0.626
C 1.225 -2.256 -0.558 -0.060
S 1.120 0.104 0.979 2.355
H -2.850 3.193 -2.589 0.223
H -2.618 4.393 -0.399 0.221
H -1.845 0.916 -2.845 0.243
H -1.512 3.324 1.526 0.224
H -1.906 1.092 2.794 0.224
H -1.158 -0.495 2.598 0.208
H -0.382 0.821 3.528 0.223
H 2.004 -4.142 0.229 0.221
H 0.773 -3.322 1.227 0.218
H 2.397 -2.731 1.207 0.224
H 3.057 -1.092 -0.933 0.220
H 3.048 -2.634 -1.689 0.215
H 2.093 -1.359 -2.361 0.226
H 0.626 -2.912 -1.206 0.250
```

2S+1	1
SMILES string	CC(C)N1C(=O)c2ccccc2N(C)S1(=O)=O
DFT total energy	-1160.95562	Ha
lowest unoccupied orbital energy	0.12	eV
Kohn-Sham gap	9.36	eV



[2]
Density functional theory data (wB97M-V/def2-TZVPD) for the molecule C11H14N2O3S.

```
31
Properties=species:S:1:pos:R:3:nbo_charge:R:1
C 4.855 1.643 0.388 -0.623
C 4.083 0.825 -0.629 -0.073
H 4.755 0.308 -1.324 0.194
H 3.405 1.454 -1.215 0.189
O 3.307 -0.152 0.071 -0.519
C 2.698 -1.076 -0.670 0.806
O 2.801 -1.163 -1.862 -0.580
C 1.851 -1.994 0.199 -0.538
C 0.527 -1.321 0.442 0.316
N -0.460 -1.855 -0.153 -0.272
N -1.731 -1.350 -0.093 -0.448
C -2.136 -0.064 -0.305 0.622
O -1.381 0.875 -0.486 -0.610
C -3.596 0.112 -0.312 -0.312
C -4.237 1.306 -0.500 -0.192
C -5.640 1.195 -0.448 -0.258
C -6.054 -0.080 -0.222 -0.386
S -4.741 -1.172 -0.065 0.424
H -7.055 -0.452 -0.136 0.240
H -6.312 2.024 -0.576 0.230
H -3.701 2.222 -0.670 0.246
H -2.416 -2.084 -0.228 0.394
C 0.515 -0.137 1.351 -0.718
H 1.468 -0.021 1.856 0.228
H 0.291 0.767 0.782 0.281
H -0.284 -0.252 2.086 0.231
H 1.689 -2.929 -0.336 0.255
H 2.365 -2.163 1.145 0.232
H 4.168 2.133 1.073 0.212
H 5.444 2.399 -0.124 0.218
H 5.520 1.002 0.961 0.212
```

2S+1	1
SMILES string	CCOC(=O)C/C(C)=N/NC(=O)c1cccs1
DFT total energy	-1160.96921	Ha
lowest unoccupied orbital energy	0.32	eV
Kohn-Sham gap	9.26	eV



[3]
Density functional theory data (wB97M-V/def2-TZVPD) for the molecule C11H14N2O4 in a non-equilibrium geometry.

```
31
Properties=species:S:1:pos:R:3:nbo_charge:R:1
C -5.178 -0.985 0.389 -0.244
H -4.923 -1.912 -0.141 0.164
O -4.457 0.107 -0.121 -0.539
C -3.065 -0.052 -0.001 -0.067
C -2.389 1.215 -0.536 -0.242
N -0.963 1.035 -0.665 -0.598
C -0.113 1.407 0.314 0.650
O -0.429 2.068 1.280 -0.602
C 1.331 1.028 0.089 -0.123
C 2.261 2.061 0.043 -0.171
C 3.610 1.783 -0.071 -0.183
C 4.051 0.471 -0.108 -0.192
C 3.157 -0.588 -0.025 -0.016
C 1.796 -0.286 0.063 0.103
N 0.857 -1.384 0.148 0.520
O 0.938 -2.127 1.096 -0.343
O 0.050 -1.493 -0.755 -0.393
C 3.633 -2.006 -0.055 -0.641
H 4.712 -2.042 -0.174 0.223
H 3.365 -2.516 0.870 0.245
H 3.174 -2.552 -0.880 0.226
H 5.106 0.260 -0.192 0.218
H 4.324 2.591 -0.121 0.222
H 1.907 3.078 0.102 0.234
H -0.658 0.361 -1.354 0.418
H -2.815 1.458 -1.512 0.205
H -2.563 2.044 0.151 0.233
H -2.782 -0.212 1.051 0.171
H -2.726 -0.926 -0.582 0.163
H -6.231 -0.759 0.240 0.194
H -4.980 -1.128 1.458 0.166
```

2S+1	1
SMILES string	COCCNC(=O)c1cccc(C)c1[N+](=O)[O-]
DFT total energy	-837.94118	Ha
lowest unoccupied orbital energy	-0.31	eV
Kohn-Sham gap	9.33	eV



[4]
Density functional theory data (wB97M-V/def2-TZVPD) for a cluster of 2 separate species, C11H14N2Si in total in a non-equilibrium geometry.

```
28
Properties=species:S:1:pos:R:3:nbo_charge:R:1
C 0.850 -2.237 2.750 -0.298
C 0.541 -3.183 1.758 -0.292
C 2.694 2.384 -1.014 -0.306
C 2.956 1.143 -1.643 -0.271
C 0.357 -0.984 2.334 -0.047
C 0.000 -2.504 0.729 -0.069
C 1.535 2.201 -0.359 -0.025
C 1.988 0.267 -1.318 -0.067
C -2.320 1.580 -1.729 -0.330
C -1.995 0.458 -1.082 -0.475
C -3.090 -0.515 -0.737 -0.639
N -0.121 -1.127 1.038 -0.794
N 1.039 0.935 -0.562 -0.821
Si -0.421 0.265 -0.001 1.735
H 1.168 -2.225 3.848 0.234
H 0.879 -4.283 1.843 0.240
H 3.423 3.164 -0.952 0.229
H 3.914 0.944 -2.056 0.218
H 0.361 -0.094 2.874 0.220
H -0.386 -2.784 -0.225 0.206
H 0.835 2.860 0.166 0.220
H 1.948 -0.740 -1.427 0.204
H -1.704 2.456 -1.887 0.215
H -3.275 1.500 -2.204 0.193
H -3.897 -0.418 -1.488 0.213
H -3.596 -0.446 0.258 0.231
H -2.782 -1.451 -0.743 0.203
H -0.902 2.831 1.831 -0.126
```

2S+1	1
DFT total energy	-826.36515	Ha
lowest unoccupied orbital energy (alpha / beta)	-0.60 / -0.85	eV
Kohn-Sham gap (alpha / beta)	7.99 / 6.42	eV



[5]
Density functional theory data (wB97M-V/def2-TZVPD) for a structure of composition C11H14N3O5SW in a non-equilibrium geometry.

```
35
Properties=species:S:1:pos:R:3:nbo_charge:R:1
W -0.903 0.820 -0.023 2.189
O 0.114 -0.902 0.980 -0.768
C 1.301 -1.294 0.175 -0.095
C 1.970 -0.013 -0.250 -0.259
N 1.018 0.890 -1.039 -0.465
C 0.840 0.424 -2.463 -0.365
C -0.326 -0.540 -2.568 0.766
O -0.619 -1.250 -3.433 -0.321
O -1.108 -0.418 -1.344 -0.647
C 1.480 2.329 -0.905 -0.357
C 1.084 2.857 0.464 0.768
O 1.398 3.828 1.001 -0.303
O 0.098 1.909 1.027 -0.633
H -0.110 -1.598 1.627 0.575
H 1.978 -1.869 0.802 0.281
H 0.964 -1.923 -0.644 0.228
H 2.283 0.533 0.636 0.254
H 2.853 -0.217 -0.855 0.283
H 0.621 1.271 -3.113 0.293
H 1.730 -0.069 -2.848 0.298
H 2.560 2.431 -1.004 0.306
H 1.012 2.955 -1.663 0.286
C -6.773 1.711 0.917 -0.697
C -5.344 1.359 0.955 0.438
C -4.814 0.428 1.882 -0.234
C -3.502 0.102 1.823 0.128
N -2.697 0.698 0.894 -0.619
C -3.277 1.632 0.055 0.320
S -2.143 2.488 -1.052 0.294
N -4.523 1.963 0.048 -0.391
H -7.236 1.628 1.899 0.283
H -7.276 0.978 0.267 0.312
H -6.927 2.693 0.476 0.291
H -5.447 -0.032 2.630 0.298
H -3.043 -0.617 2.486 0.262
```

2S+1	1
DFT total energy	-1432.19131	Ha
lowest unoccupied orbital energy	-14.94	eV
Kohn-Sham gap	5.88	eV
net charge	+3



[6]
Density functional theory data (wB97M-V/def2-TZVPD) for a structure of composition C11H14N4O5S3SbV.

```
39
Properties=species:S:1:pos:R:3:mulliken_spin:R:1
V -0.383 -0.334 0.797 2.069
N -1.509 1.498 0.764 -0.028
C -1.020 2.276 -0.384 -0.019
C 0.504 2.172 -0.441 0.005
O 1.192 3.138 -0.796 -0.002
N 0.936 0.973 -0.028 -0.016
C 2.283 0.868 0.469 0.003
C 2.222 0.321 1.905 0.005
O 3.263 0.161 2.545 0.004
O 1.036 0.042 2.317 -0.008
H -1.335 1.989 1.635 0.008
H -2.521 1.311 0.703 -0.001
H -1.447 1.823 -1.281 0.003
H -1.303 3.329 -0.342 0.001
H 2.914 0.195 -0.125 0.000
H 2.782 1.840 0.475 -0.002
S -4.708 0.446 0.603 0.000
Sb -3.431 -1.525 0.554 0.000
S -1.845 -1.319 2.406 -0.014
S -1.676 -1.039 -1.114 -0.006
O 1.823 -2.701 -5.592 0.000
C 2.007 -3.825 -4.752 0.000
N 1.892 -3.357 -3.398 0.001
C 2.335 -4.113 -2.367 -0.001
O 2.913 -5.178 -2.561 0.000
C 2.082 -3.595 -0.988 -0.003
C 2.689 -4.224 0.092 0.007
C 2.422 -3.767 1.366 -0.006
C 1.553 -2.696 1.530 0.017
N 0.965 -2.095 0.495 -0.028
C 1.216 -2.541 -0.736 0.005
H 1.280 -2.959 -6.338 0.000
H 2.996 -4.266 -4.890 0.000
H 1.250 -4.591 -4.959 0.000
H 1.396 -2.493 -3.250 0.001
H 3.356 -5.056 -0.089 0.000
H 2.876 -4.217 2.238 -0.001
H 1.315 -2.275 2.498 0.005
H 0.640 -2.028 -1.498 -0.003
```

expectation value of S²	2.018
2S+1	3
DFT total energy	-3401.92248	Ha
lowest unoccupied orbital energy (alpha / beta)	3.89 / 3.88	eV
Kohn-Sham gap (alpha / beta)	4.96 / 5.05	eV
net charge	-2



[7]
Density functional theory data (wB97M-V/def2-TZVPD) for the molecule C11H14N4OS2.

```
32
Properties=species:S:1:pos:R:3:nbo_charge:R:1
C 1.351 0.688 -2.519 -0.622
H 2.145 1.414 -2.683 0.215
H 0.974 0.364 -3.485 0.222
H 1.754 -0.182 -2.007 0.224
C 0.212 1.319 -1.728 -0.228
N 0.673 2.022 -0.555 -0.383
C 1.169 1.545 0.631 0.347
N 1.491 2.513 1.430 -0.274
N 1.212 3.652 0.757 -0.385
C 0.704 3.398 -0.476 0.213
S 0.215 4.484 -1.600 -0.261
H 1.389 4.557 1.158 0.428
C 1.315 0.099 0.987 -0.094
N 0.041 -0.581 0.858 -0.611
C -0.108 -1.661 0.043 0.654
O 0.789 -2.059 -0.678 -0.623
C -1.431 -2.290 0.062 -0.339
C -2.584 -1.980 0.737 -0.204
C -3.638 -2.860 0.438 -0.268
C -3.274 -3.822 -0.455 -0.394
S -1.644 -3.676 -0.952 0.521
H -3.880 -4.613 -0.850 0.240
H -4.621 -2.782 0.867 0.229
H -2.690 -1.155 1.419 0.215
H -0.687 -0.327 1.504 0.399
C 1.883 -0.052 2.395 -0.605
H 2.851 0.433 2.455 0.231
H 1.223 0.416 3.121 0.214
H 1.994 -1.107 2.634 0.220
H 1.979 -0.390 0.263 0.257
H -0.292 2.075 -2.339 0.251
H -0.514 0.558 -1.432 0.208
```

2S+1	1
SMILES string	CCn1c([C@@H](C)NC(=O)c2cccs2)n[nH]c1=S
DFT total energy	-1518.24015	Ha
lowest unoccupied orbital energy	0.15	eV
Kohn-Sham gap	8.11	eV



[8]
Density functional theory data (wB97M-V/def2-TZVPD) for a structure of composition C11H14NOS in a non-equilibrium geometry.

```
28
Properties=species:S:1:pos:R:3:nbo_charge:R:1
C 3.423 -1.479 1.293 -0.140
C 2.300 -1.431 2.065 -0.217
C 3.535 -0.613 0.164 -0.196
C 1.304 -0.522 1.833 -0.176
C 2.497 0.138 -0.189 -0.193
C 1.285 0.190 0.585 -0.172
C -3.024 0.413 -1.553 -0.080
C -0.505 -0.054 -1.939 -0.552
C -2.618 1.143 0.512 0.081
C 0.188 1.138 0.177 -0.116
C -1.742 -0.356 -1.013 -0.101
N -1.449 0.238 0.343 -0.458
O -3.145 1.501 -0.628 -0.482
S 0.037 1.624 -1.534 0.336
H 4.283 -1.981 1.621 0.229
H 2.342 -2.088 2.904 0.237
H 4.410 -0.600 -0.502 0.236
H 0.469 -0.443 2.512 0.207
H 2.790 0.710 -1.110 0.248
H -2.894 0.776 -2.556 0.225
H -3.924 -0.330 -1.439 0.207
H 0.299 -0.791 -1.821 0.248
H -0.857 -0.062 -3.026 0.263
H -3.468 0.560 1.122 0.173
H -2.544 2.078 1.225 0.236
H -0.030 1.980 0.870 0.252
H -1.860 -1.408 -1.037 0.248
H -1.104 -0.330 1.122 0.457
```

2S+1	1
DFT total energy	-955.40300	Ha
lowest unoccupied orbital energy	-3.69	eV
Kohn-Sham gap	9.21	eV
net charge	+1